The following is a quantum chemistry calculation of 11 unconnected molecules or ions with the total composition C36H32Cl30N2O4 at a distorted geometry, from the OMol25 dataset.

The multiplicity is 1. Its charge is 0. Its SMILES is Cc1ccc(C(C)C)c(OCc2cc3c(c(OC#N)c2N)C(=O)c2ccccc2C3=O)c1.ClC(Cl)Cl.ClC(Cl)Cl.ClC(Cl)Cl.ClC(Cl)Cl.ClC(Cl)Cl.ClC(Cl)Cl.ClC(Cl)Cl.ClC(Cl)Cl.ClC(Cl)Cl.ClC(Cl)Cl. As for the HOMO energy: -8.636 eV. For the frontier orbital gap, the calculation gives 7.618 eV.

Each line ends with the Mulliken charge.
CARTESIAN COORDINATES (ANGSTROEM)
Cl 3.79126 3.21566 3.09367  -0.136
Cl -4.13647 2.18071 3.26583  -0.039
Cl -1.58288 9.87101 5.79314  -0.080
Cl -6.21490 3.26813 4.97831  -0.127
Cl 8.65295 -3.61624 -6.44972  -0.128
Cl -0.65569 3.47803 -9.78756  -0.127
Cl -3.93252 6.39815 5.70626  -0.097
Cl 7.56401 -4.03749 -3.79257  -0.045
Cl 0.37570 2.26721 -7.35692  -0.160
Cl 10.56778 -3.90720 -1.97410  -0.113
Cl 1.08948 9.91703 4.66656  -0.114
Cl 8.34147 -3.02762 -0.33103  -0.086
Cl 0.97628 1.08257 -9.95260  -0.128
Cl 0.45061 11.58861 6.95135  -0.120
Cl 4.27448 -2.17279 6.32207  -0.054
Cl -1.19088 6.76375 6.57969  -0.097
Cl 4.74840 0.54989 2.40361  -0.116
Cl 6.45312 -5.47182 -6.05540  -0.133
Cl 4.01615 -4.19464 -4.78844  -0.038
Cl 3.10898 -3.61253 -2.09698  -0.065
Cl 3.01757 -1.54733 -4.12985  -0.115
Cl 3.62731 -3.99367 1.51575  -0.157
Cl 3.84277 1.12295 5.09845  -0.046
Cl -3.51176 2.96039 5.98657  -0.118
Cl 3.03578 -1.47140 0.19486  -0.027
Cl 0.99685 -2.79629 1.77989  0.097
Cl -3.27539 6.24936 8.52922  -0.124
Cl 10.96673 -3.38871 0.85566  -0.128
Cl 4.19241 -0.12968 8.38639  -0.114
Cl 6.73878 -0.98229 7.28591  -0.109
O -4.63613 1.22888 -4.48804  -0.595
O -4.10954 -2.80191 -0.10953  -0.368
O -2.69589 3.15342 -4.54563  -0.553
O -0.50913 1.62152 -0.21682  -0.654
N -4.15423 -0.29627 -6.33740  -0.481
N -5.80817 -0.66592 -3.01279  -0.674
C -3.97425 0.80259 -3.30032  -0.215
C -2.27905 -3.65720 1.12669  0.918
C -1.48734 -3.67010 2.27334  -2.214
C -4.49860 3.31306 4.57144  0.085
C -2.78928 0.00371 -0.98279  -1.080
C -1.70369 -2.79798 3.33217  -0.760
C -4.58338 -0.16797 -2.54242  0.653
C -1.31832 -3.95024 -1.20267  -1.440
C -4.77192 -1.65044 -0.59226  -1.172
C 7.91874 -4.78337 -5.34897  0.037
C 2.14093 2.37618 -3.47197  -0.866
C 2.72487 -2.47425 1.59568  0.087
C -1.93427 -4.63022 0.02166  0.347
C -2.78468 1.37067 -2.97045  0.952
C -2.88361 7.01265 6.98972  0.034
C 1.51617 2.81850 -4.61973  -0.376
C -3.12868 -5.52255 -0.39123  -1.526
C -3.98344 -0.59651 -1.34514  0.549
C -3.34273 -2.75083 1.04674  0.695
C 5.10537 -1.48560 7.71827  -0.070
C -0.63958 2.41178 -3.69005  0.602
C -2.17063 0.96822 -1.78427  0.054
C -4.35235 0.44487 -5.48042  0.560
C 10.08355 -2.91823 -0.59701  0.026
C -0.21946 1.96321 -8.99703  0.017
C -3.03342 -0.86407 4.30901  -1.264
C 0.14279 2.84559 -4.74650  -1.381
C -2.10451 2.39375 -3.81603  0.191
C 3.60986 1.48705 3.39106  0.082
C -3.54659 -1.88673 2.10468  -0.592
C -2.73840 -1.88541 3.24773  0.774
C -0.16220 10.86770 5.46422  0.004
C -0.86259 1.54998 -1.37181  0.193
C 1.35612 1.97844 -2.39670  -0.923
C -0.00956 1.99893 -2.52560  0.747
C 2.86721 -3.27904 -3.81131  -0.094
H -2.29709 -0.26314 -0.05946  0.851
H -0.83588 -4.68905 -1.84308  0.450
H -2.06418 -3.43781 -1.81135  0.205
H 3.06582 -1.92418 2.46451  0.083
H -5.36718 -1.15616 0.18030  0.281
H -1.17635 -5.32877 0.37748  0.570
H -2.36207 -0.94000 5.15819  0.312
H -0.34838 3.20113 -5.64673  0.905
H -1.07403 -2.79531 4.21079  0.447
H -1.10846 1.35119 -8.92075  0.276
H 2.60194 1.19753 3.11949  0.207
H 8.62489 -5.58677 -5.18821  0.293
H 2.13914 3.14151 -5.44249  0.485
H -5.47884 -2.03841 -1.31515  0.404
H 1.86496 -3.58540 -4.08043  0.293
H 5.17657 -2.25154 8.47836  0.356
H -6.28833 0.03144 -3.56812  0.286
H 10.32607 -1.88820 -0.82038  0.291
H -0.55906 -3.21977 -0.92682  0.321
H -3.06000 8.07546 7.08678  0.282
H -4.08399 -0.86735 4.58646  0.398
H -4.36093 -1.17356 2.08048  0.421
H -2.85488 0.10746 3.84111  0.038
H -4.25755 4.30774 4.22788  0.193
H -6.44650 -0.86790 -2.25647  0.270
H -3.64682 -5.81723 0.51833  0.368
H 3.21270 2.32772 -3.36381  0.496
H -0.66875 -4.35941 2.36984  1.039
H 1.76337 1.64515 -1.46400  0.715
H -2.76725 -6.37727 -0.95492  0.471
H -0.45842 11.66614 4.79765  0.311
H -3.78888 -4.92482 -1.01102  0.221

Forces on atoms 1 to 2 (eV/Å):
0.0 -0.1 -0.1
-0.1 0.3 -0.2

The following is a quantum chemistry calculation of a molecular structure, C36H32NO2P2Tl at a distorted geometry, from the OMol25 dataset.

The multiplicity is 1. Its charge is +2. As for the HOMO energy: -12.752 eV. The calculation puts the energy relative to the best compared isomer or geometry (same formula, charge and spin) at 0.0 kJ/mol. For the frontier orbital gap, the calculation gives 6.431 eV.

Each line ends with the Mulliken charge.
CARTESIAN COORDINATES (ANGSTROEM)
Tl 1.39140 -0.24466 0.96437  1.190
P 0.59104 2.70531 0.87878  0.662
P -0.01257 -2.91288 -0.42066  1.100
O 4.74317 0.59571 -1.70000  -0.357
O 2.76885 0.06326 -1.00238  -0.270
N 4.01238 -0.23003 -1.17988  0.016
C -0.86538 3.52549 3.12784  -0.265
C -2.18236 -1.90306 -1.84745  -0.418
C -2.44438 2.43700 -1.82106  -0.841
C 2.83230 5.83415 -1.56815  -0.486
C 2.26981 -5.27419 -2.88088  -0.641
C -1.00705 3.71839 4.50587  -0.729
C -2.10483 -4.52741 0.50613  -0.114
C -0.00319 -1.05590 -2.51087  -0.324
C -1.95765 1.42357 0.73859  0.009
C -1.96605 -0.52167 -3.82430  -0.521
C -1.30008 -2.79032 2.02133  -0.194
C 1.12664 5.35513 0.10194  -0.496
C 3.08293 4.46634 -1.72502  -0.661
C 1.19670 2.82249 4.88664  -0.730
C 3.08164 -5.47308 -0.61360  -0.715
C 2.00344 -4.71271 -0.16218  -0.551
C -3.21717 1.28066 0.15600  -0.952
C -0.59677 -0.39262 -3.58490  -0.878
C 1.36247 3.98577 -0.08824  0.453
C 1.37042 2.62942 3.52861  -0.481
C -2.99159 -4.34857 2.76853  -0.523
C 0.33291 2.99122 2.63838  0.736
C -2.97342 -4.96937 1.51293  -0.698
C 2.33134 3.53828 -1.01543  -0.273
C 1.08097 -4.16937 -1.08673  0.557
C 3.20446 -5.77625 -1.97341  -0.465
C -3.47236 1.81533 -1.10854  -0.462
C 0.01213 3.36088 5.38948  -0.533
C -1.17840 2.56236 -1.25579  -0.545
C -1.24541 -3.44767 0.77309  0.340
C -0.94240 2.14958 0.07632  0.607
C 1.19957 -4.48408 -2.45538  -0.302
C 1.85612 6.27594 -0.65883  -0.650
C -2.76115 -1.26261 -2.94186  -0.660
C -0.78669 -1.88338 -1.67207  0.765
C -2.13818 -3.26827 3.02366  -0.704
H 0.37962 5.68561 0.83709  0.402
H -1.75644 0.98791 1.72370  0.561
H 2.31286 2.22026 3.12119  0.410
H 2.51869 2.46241 -1.13338  0.321
H -3.66094 -4.70066 3.55332  0.416
H -4.01421 0.75379 0.68727  0.480
H -2.41959 -0.02086 -4.68259  0.449
H 0.43359 -4.13927 -3.15353  0.449
H -2.81408 -2.42550 -1.12953  0.454
H -0.09223 3.51851 6.46396  0.426
H -3.83170 -1.32680 -3.10258  0.467
H -0.35914 2.99887 -1.83406  0.459
H 3.40997 6.55527 -2.14636  0.408
H 3.86851 4.10851 -2.40079  0.457
H -1.65374 3.82040 2.42351  0.448
H 1.67043 7.34367 -0.53349  0.413
H -0.64651 -1.92954 2.20638  -0.015
H -2.07772 -5.01632 -0.46914  0.473
H 3.80169 -5.85710 0.10707  0.402
H 1.06340 -0.93596 -2.30710  0.489
H 0.01452 0.23359 -4.24157  0.479
H 2.35576 -5.53817 -3.93165  0.416
H -1.90868 4.18889 4.88660  0.428
H 1.85141 -4.51693 0.90036  0.418
H 3.99938 -6.44357 -2.29772  0.413
H 1.77877 1.89036 0.92647  -0.238
H 0.90165 -2.32355 0.52183  -0.525
H -4.46568 1.72861 -1.55386  0.457
H -3.62314 -5.81751 1.31794  0.431
H -2.12984 -2.79646 4.00888  0.429
H 2.02050 2.58094 5.55346  0.440
H -2.63075 2.82243 -2.82257  0.488

Forces on atoms 1 to 2 (eV/Å):
1.0 -0.4 -0.2
0.3 1.1 0.1